81
Properties=species:S:1:pos:R:3 method="wB97M-V/def2-TZVPD" s_squared=8.7855 gap_ev="7.62 / 6.14" e_homo_ev="-7.504 / -7.505" multiplicity=6
Mn -1.16 -0.03 -0.46
P -8.58 0.06 -3.40
P -6.77 0.95 -5.58
N 0.18 0.31 0.97
C -4.09 0.94 -6.71
C -11.17 -0.70 -2.26
C -8.30 -1.10 -4.75
C -2.22 -2.58 -1.84
C -12.56 -0.82 -2.36
C -2.15 -1.95 -0.48
C -7.77 -2.29 -2.02
C -3.04 0.06 -4.25
C -8.00 2.60 -9.74
C -7.52 2.94 -7.39
C -7.84 1.22 -9.58
C -7.85 -0.99 0.48
C -0.41 -0.87 -2.39
C -8.06 -0.26 -0.70
C 0.28 -2.78 -0.15
C 1.22 0.45 1.49
C -11.14 0.46 -4.39
C -8.08 -0.93 -1.94
C -7.54 0.69 -8.32
C 0.77 -0.76 -1.64
C 1.36 -1.86 -0.81
C -2.72 0.73 -6.57
C -10.44 -0.09 -3.30
C -7.89 3.46 -8.63
C -1.02 -2.21 -2.73
C -7.55 -3.02 -0.84
C -4.94 0.70 -5.62
C -4.41 0.22 -4.40
C -2.21 1.43 0.35
C -7.34 -0.75 -5.65
C -7.60 -2.37 0.40
C -1.00 -2.09 0.33
C -7.27 1.56 -7.25
C -13.24 -0.28 -3.46
C -2.19 0.32 -5.33
C -12.52 0.35 -4.48
B 2.62 0.46 2.10
H -0.29 -3.03 -2.69
H -13.13 -1.31 -1.56
H -1.11 0.19 -5.22
H -8.23 0.81 -0.66
H -1.60 2.34 0.26
H -0.62 -0.06 -3.08
H -3.18 1.55 -0.14
H -4.51 1.27 -7.66
H 3.38 0.38 1.15
H -13.05 0.77 -5.34
H 0.78 -3.26 0.72
H -5.08 -0.04 -3.57
H -10.57 0.98 -5.17
H -10.66 -1.08 -1.37
H 2.86 1.47 2.75
H -1.37 -2.13 -3.78
H -3.17 -2.29 -2.34
H 2.01 -1.39 -0.04
H -8.89 -2.02 -4.77
H 2.67 -0.55 2.79
H 0.05 -3.60 -0.84
H -8.23 3.02 -10.73
H -7.35 -4.09 -0.90
H -7.50 -0.39 -8.18
H -3.11 -1.72 0.00
H 1.47 0.03 -1.92
H -7.44 -2.94 1.32
H -1.10 -2.06 1.43
H -2.06 0.87 -7.42
H -7.95 0.55 -10.44
H -2.34 1.15 1.41
H -7.72 -2.78 -2.99
H -14.33 -0.36 -3.52
H -2.65 -0.28 -3.29
H -8.07 4.53 -8.75
H -7.42 3.60 -6.52
H -2.27 -3.68 -1.75
H 2.07 -2.49 -1.40
H -6.88 -1.45 -6.36
H -7.88 -0.48 1.44



20
Properties=species:S:1:pos:R:3 method="wB97M-V/def2-TZVPD" gap_ev=10.12 e_homo_ev=-9.143
N -1.77 0.74 -0.10
N 1.81 -0.59 0.32
N -0.74 -0.82 -1.33
C 1.14 1.49 -0.74
C -1.06 -1.25 1.06
C -0.69 -0.22 -0.01
C 0.73 0.42 0.28
H 0.06 -1.45 -1.39
H 1.97 2.10 -0.34
H 2.71 -0.13 0.33
H 1.74 -1.12 1.19
H -0.40 -2.12 1.03
H 0.69 0.91 1.26
H -2.09 -1.62 0.93
H 1.48 1.05 -1.68
H -1.73 1.12 -1.04
H -1.00 -0.81 2.07
H -1.58 -1.39 -1.39
H 0.32 2.18 -0.98
H -1.60 1.52 0.53



93
Properties=species:S:1:pos:R:3 method="wB97M-V/def2-TZVPD" gap_ev=10.48 e_homo_ev=-10.555
O 1.80 2.22 -1.99
O -5.37 0.49 1.35
O 0.22 0.45 0.77
O -0.31 -2.45 -2.81
O -1.02 -1.67 5.17
O -0.88 -3.66 3.58
O -1.34 0.74 4.17
O 1.32 -2.01 -0.42
O -2.74 6.04 -3.50
O 4.82 -3.15 -0.41
O 2.25 -0.72 4.07
O 3.12 -5.20 1.12
O 0.50 3.42 0.14
O -0.02 -4.74 0.06
O 3.94 1.71 4.35
O -1.58 0.88 -1.17
O -3.15 -2.53 1.50
O -2.69 0.39 1.85
O -0.55 6.14 -5.97
O -5.98 -2.04 2.66
O 0.37 4.04 -4.54
O 3.61 -0.06 -0.40
O -5.04 -1.00 -1.61
O 5.24 0.82 1.92
O 0.51 2.28 2.85
O -1.33 3.94 -2.31
O -2.32 -1.90 -1.23
O 1.67 -3.17 2.21
O 0.25 1.75 -6.37
O 3.97 -2.07 -2.85
O 0.12 0.23 -3.58
H -0.08 3.35 -5.07
H -4.46 0.66 1.63
H -0.29 3.61 -0.41
H -2.19 0.31 1.04
H -2.33 -0.93 -0.99
H 0.54 -3.94 -0.05
H 2.07 -3.98 1.98
H 3.49 -5.79 1.79
H 1.34 -0.50 4.19
H -1.32 0.50 -2.07
H -0.81 0.59 -0.62
H 3.19 1.11 4.21
H 0.95 -0.13 0.92
H -6.12 -1.21 2.14
H -0.65 4.13 -2.98
H 5.93 1.44 1.77
H -4.15 -1.23 -1.86
H 0.64 -1.93 -1.13
H -0.14 1.93 3.43
H -4.96 -0.39 -0.85
H 4.84 0.93 2.80
H 0.28 -0.74 -3.37
H -1.99 0.33 2.54
H 0.62 0.75 -2.88
H 4.11 -1.16 -2.58
H -1.12 -0.18 4.57
H 0.25 4.79 -5.14
H 1.70 -2.57 1.45
H -1.56 3.01 -2.28
H -1.18 -2.46 -2.36
H -3.98 -2.87 1.86
H 1.27 2.31 -1.21
H 4.24 0.36 0.24
H -2.29 0.88 4.34
H -3.08 -1.64 1.92
H 1.87 -1.23 -0.53
H 4.58 -2.30 -3.54
H 1.13 2.86 3.27
H 4.58 -2.36 0.13
H -6.82 -2.50 2.49
H -5.80 1.36 1.36
H -1.12 6.75 -5.49
H 3.19 0.74 -0.80
H 4.36 1.37 5.13
H 0.17 1.04 -5.73
H 4.35 -3.02 -1.24
H 3.85 -4.76 0.64
H -0.18 -3.39 -2.97
H -1.22 -2.05 6.05
H -0.80 6.34 -6.87
H 0.22 -5.01 0.99
H 0.27 1.08 1.54
H -2.78 -2.45 -0.56
H 1.16 2.03 -6.17
H -1.64 -3.61 2.98
H -1.08 -2.44 4.52
H -0.15 -3.39 2.98
H 0.29 3.10 1.07
H -2.14 6.60 -3.02
H 2.01 3.09 -2.29
H 2.17 -1.51 3.54
H -2.60 5.16 -3.07



19
Properties=species:S:1:pos:R:3 method="wB97M-V/def2-TZVPD" s_squared=0.7733 gap_ev="12.20 / 6.02" e_homo_ev="-20.046 / -20.045" charge=+2 multiplicity=2
O 0.52 1.63 -0.10
N -0.96 0.80 -1.62
N -1.52 2.62 -0.27
N 1.37 -0.86 0.70
C 0.56 -3.17 1.23
C 0.33 -1.91 0.40
C -0.60 1.67 -0.68
H -1.35 3.00 0.67
H -2.49 2.33 -0.39
H 2.31 -1.18 0.45
H 0.34 -2.14 -0.66
H -0.23 -3.91 1.07
H 1.39 -0.73 1.72
H -1.82 0.98 -2.12
H 0.65 -2.91 2.28
H 1.14 0.07 0.27
H -0.23 0.30 -2.12
H 1.50 -3.63 0.91
H -0.63 -1.45 0.66



24
Properties=species:S:1:pos:R:3 method="wB97M-V/def2-TZVPD" gap_ev="6.31 / 7.09" e_homo_ev="-12.139 / -11.966" charge=+1
S -3.41 1.97 -0.57
S -3.83 -1.01 0.06
N -1.95 -2.27 0.41
N -0.83 -1.69 0.20
C 1.75 -0.29 -0.78
C 0.99 1.36 0.82
C 0.18 -2.71 -0.14
C 3.30 1.39 0.18
C 3.07 0.29 -0.62
C -4.42 0.59 -0.29
C -0.53 -0.40 0.36
C 2.22 1.93 0.95
C 0.75 0.12 0.08
H 0.52 -2.61 -1.22
H -1.23 0.27 0.84
H 0.08 1.74 1.54
H 1.12 -2.58 0.53
H 3.84 0.01 -1.29
H 1.61 -0.99 -1.67
H -5.43 0.75 -0.39
H -0.17 -3.70 0.14
H 4.22 2.00 0.01
H 2.47 2.82 1.46
H -4.30 3.00 -0.63



20
Properties=species:S:1:pos:R:3 method="wB97M-V/def2-TZVPD" gap_ev=6.41 e_homo_ev=-9.618
O 1.61 -0.27 -1.62
O -2.92 -1.02 0.01
O -1.90 1.32 -0.63
N -0.06 -1.43 -0.63
N -0.19 0.81 1.11
C 0.90 0.75 0.38
C 2.12 0.18 1.07
C 0.57 -0.19 -0.99
H 0.51 -2.10 -0.12
H 2.96 0.20 0.37
H 1.95 -0.86 1.34
H -2.06 2.11 -1.15
H -0.23 0.48 -1.47
H 1.14 1.74 0.00
H 2.31 0.72 1.98
H -2.60 -0.18 -0.39
H -0.95 1.22 0.45
H -2.11 -1.50 0.19
H -0.51 -0.09 1.50
H -0.55 -1.88 -1.40



48
Properties=species:S:1:pos:R:3 method="wB97M-V/def2-TZVPD" gap_ev=8.59 e_homo_ev=-8.182
S -1.29 -1.92 1.33
O -6.00 -0.79 -1.61
O 5.60 3.31 0.34
O -0.62 -4.15 -2.20
N 0.85 -0.71 0.44
N 0.09 -2.48 -0.87
N 3.73 2.24 1.08
C -2.41 -1.15 -1.63
C 0.76 0.06 1.71
C -4.64 -2.82 -1.55
C -3.67 -0.61 -1.65
C 4.77 3.18 1.23
C -0.91 -3.16 -1.57
C 3.75 1.45 -0.17
C 4.74 3.91 2.47
C 1.89 -0.45 -0.59
C 2.75 2.77 3.20
C 2.35 1.05 -0.76
C 1.84 1.07 1.44
C -7.18 -1.56 -1.54
C 3.79 3.71 3.41
C -4.80 -1.43 -1.60
C -0.08 -1.67 0.25
C -3.37 -3.36 -1.54
C 1.39 1.77 0.13
C 2.76 2.07 2.04
C -2.24 -2.54 -1.56
H 2.32 1.31 -1.82
H 4.39 0.57 -0.02
H 0.96 -0.62 2.55
H -3.23 -4.43 -1.50
H -7.28 -2.22 -2.41
H 2.62 0.33 1.21
H -5.49 -3.48 -1.51
H 1.01 -2.88 -1.02
H 3.81 4.27 4.33
H 5.54 4.62 2.60
H -3.82 0.46 -1.71
H -0.25 0.46 1.82
H 1.44 -0.75 -1.54
H 0.35 1.58 -0.11
H 1.98 2.61 3.93
H -8.00 -0.84 -1.55
H -7.22 -2.14 -0.62
H 1.55 2.85 0.15
H 4.27 2.10 -0.88
H 2.75 -1.10 -0.42
H -1.55 -0.50 -1.68



14
Properties=species:S:1:pos:R:3 method="wB97M-V/def2-TZVPD" gap_ev=5.76 e_homo_ev=-2.196 charge=-1
S 1.91 -1.41 -0.93
O -2.47 1.02 -2.60
C 2.32 -1.19 0.79
C 1.21 -0.51 1.63
C -2.17 1.43 -1.24
H 3.24 -0.59 0.89
H -3.05 1.17 -0.64
H -1.32 0.87 -0.87
H 0.96 0.54 1.48
H 0.30 -1.06 1.35
H 2.48 -2.17 1.25
H -2.13 2.51 -1.24
H 1.35 -0.71 2.70
H -2.63 0.11 -2.56



Number 1: calculated total energy -90040.1962 eV. Number 2: calculated total energy -8829.3718 eV. Number 3: calculated total energy -64484.6583 eV. Number 4: calculated total energy -9804.5645 eV. Number 5: calculated total energy -34149.1123 eV. Number 6: calculated total energy -12423.5067 eV. Number 7: calculated total energy -42527.3197 eV. Number 8: calculated total energy -16139.6530 eV.